ORCA calculation (the ωB97M-V functional and the def2-TZVPD basis) on a molecular structure, C13H6Cl3CoNO5S4 at a distorted geometry.

The geometry in XYZ format:
```
33
C13H6Cl3CoNO5S4 the ωB97M-V functional and the def2-TZVPD basis
Co 0.249 0.502 1.822
O 3.934 -0.806 1.259
C 2.620 -0.566 1.291
O 2.211 0.399 1.926
C 1.702 -1.452 0.636
C 1.912 -2.570 -0.170
C 0.817 -3.213 -0.703
C -0.476 -2.750 -0.440
C -0.614 -1.635 0.361
N 0.449 -1.035 0.871
C -1.885 -0.903 0.786
O -2.986 -1.314 0.436
O -1.624 0.111 1.524
H 4.315 -0.103 1.806
H 2.925 -2.895 -0.367
H 0.952 -4.072 -1.348
H -1.353 -3.231 -0.849
Cl -3.250 2.389 -4.585
C -2.153 2.103 -3.253
C -2.353 2.756 -2.046
C -1.474 2.541 -1.007
Cl -1.741 3.346 0.497
C -0.332 1.678 -1.087
O 0.508 1.516 -0.149
C -0.208 1.055 -2.368
Cl 1.162 0.015 -2.621
C -1.082 1.247 -3.421
H -3.192 3.423 -1.908
H -0.926 0.733 -4.360
S 0.111 2.318 3.154
S 1.071 1.805 4.861
S 0.271 -0.063 5.497
S 0.439 -1.328 3.955
```

Results
HOMO (alpha / beta): -0.4 / -0.3 eV
charge: -2
relative energy (zero: lowest compared OMol25 entry of this formula, charge and spin): 0.445 eV
expectation value of S²: 0.762
DFT total energy: -5286.2287 Ha
LUMO level (alpha / beta): 0.1599 / 0.1600 hartree
spin multiplicity: 2

---

ORCA calculation (the ωB97M-V functional and the def2-TZVPD basis) on a gas-phase ion, C13H6Cl5O4S (charge -1) at a distorted geometry.

The geometry in XYZ format:
```
29
C13H6Cl5O4S the ωB97M-V functional and the def2-TZVPD basis
O -3.036 -1.101 -0.103
C -3.043 -0.089 -0.754
C -4.108 0.992 -0.793
Cl -5.511 0.531 0.003
C -4.062 2.143 -1.542
Cl -5.411 3.085 -2.013
C -2.854 2.417 -2.387
O -2.807 3.318 -3.229
C -1.673 1.628 -2.010
Cl -0.222 2.224 -2.508
C -1.652 0.315 -1.291
Cl -1.189 -1.127 -2.432
C -0.639 0.353 -0.110
Cl -1.149 1.607 0.872
S 0.041 -1.007 1.143
O -0.497 -0.739 2.466
O -0.140 -2.305 0.540
C 1.851 -0.902 1.236
C 2.527 -1.539 0.192
C 3.882 -1.868 0.345
C 4.551 -1.514 1.524
C 3.922 -0.707 2.477
C 2.573 -0.351 2.302
H 0.258 0.573 -0.691
H 1.943 -1.795 -0.694
H 4.365 -2.371 -0.497
H 5.601 -1.772 1.641
H 4.449 -0.317 3.347
H 2.030 0.321 2.964
```

Results
HOMO: -3.8 eV
charge: -1
SMILES: O=C1C(Cl)=C(Cl)C([O-])=C(Cl)[C@@]1(Cl)[C@@H](Cl)S(=O)(=O)c1ccccc1
relative energy (zero: lowest compared OMol25 entry of this formula, charge and spin): 0.533 eV
DFT total energy: -3499.0699 Ha
LUMO level: 0.0755 hartree

---

ORCA calculation (the ωB97M-V functional and the def2-TZVPD basis) on a single C13H6F3N3OS molecule at a distorted geometry.

The geometry in XYZ format:
```
27
C13H6F3N3OS the ωB97M-V functional and the def2-TZVPD basis
N 7.450 -0.969 0.372
C 6.286 -0.951 0.194
C 4.851 -0.954 0.082
C 4.028 -1.959 0.451
C 2.609 -1.639 0.229
C 2.474 -0.337 -0.272
C 1.242 0.383 -0.608
N 1.277 1.460 -1.362
N -0.048 1.848 -1.497
C -0.927 0.994 -0.845
C -2.309 1.050 -0.656
C -2.894 0.111 0.280
O -4.246 0.047 0.599
C -5.111 1.181 0.350
F -5.457 1.248 -0.945
F -4.491 2.333 0.759
F -6.204 1.131 1.123
C -2.087 -0.824 0.887
C -0.701 -0.830 0.692
C -0.133 0.083 -0.172
S 4.042 0.484 -0.486
H 4.334 -2.925 0.850
H 1.839 -2.390 0.373
H -0.368 2.694 -1.963
H -2.859 1.856 -1.135
H -2.548 -1.597 1.477
H -0.047 -1.530 1.223
```

Results
HOMO: -8.6 eV
charge: 0
SMILES: N#Cc1ccc(-c2n[nH]c3cc(OC(F)(F)F)ccc23)s1
DFT total energy: -1436.2726 Ha
LUMO level: -0.0165 hartree

---

ORCA calculation (the ωB97M-V functional and the def2-TZVPD basis) on a molecular structure, C13H72InO22 at a distorted geometry.

The geometry in XYZ format:
```
108
C13H72InO22 the ωB97M-V functional and the def2-TZVPD basis
C -1.422 3.843 -3.105
O -2.005 2.535 -3.491
C -2.540 1.819 -2.308
C -3.208 0.381 -2.768
C -2.940 -0.802 -1.616
C -1.364 -1.254 -1.622
C -0.917 -2.219 -0.366
C -1.367 -1.659 1.115
C -0.294 -0.428 1.471
C -1.094 0.704 2.348
C -0.311 2.139 2.507
C 0.373 2.710 1.129
C 1.880 2.102 0.816
C 1.926 1.883 -0.841
In 3.787 0.772 -1.546
H -0.338 3.626 -2.709
H -2.050 4.388 -2.265
H -1.318 4.547 -4.061
H -3.381 2.465 -1.795
H -1.713 1.603 -1.483
H -2.799 0.015 -3.803
H -4.377 0.591 -2.871
H -3.293 -0.300 -0.593
H -3.627 -1.733 -1.905
H -0.668 -0.302 -1.735
H -1.198 -1.876 -2.627
H 0.275 -2.223 -0.363
H -1.229 -3.341 -0.570
H -2.470 -1.271 1.177
H -1.268 -2.565 1.884
H 0.132 -0.055 0.447
H 0.584 -0.957 2.066
H -1.199 0.255 3.449
H -2.187 0.817 1.910
H 0.451 2.143 3.426
H -1.146 2.935 2.815
H -0.315 2.623 0.172
H 0.538 3.879 1.302
H 2.073 1.043 1.286
H 2.757 2.821 1.105
H 0.938 1.350 -1.222
H 1.913 2.970 -1.324
H 3.746 0.445 -3.325
H 4.049 -0.713 -0.547
H 5.203 1.864 -1.179
O -2.935 4.032 2.193
H -2.803 4.920 1.829
H -3.287 3.523 1.448
O -6.057 -0.484 -1.142
H -5.879 -1.295 -0.642
H -6.279 -0.801 -2.031
O -1.570 6.380 2.825
H -1.378 5.552 3.291
H -0.865 6.979 3.114
O 3.881 4.119 2.349
H 3.905 3.568 3.146
H 4.814 4.313 2.171
O -1.259 -5.282 0.994
H -1.750 -5.232 1.828
H -0.331 -5.220 1.265
O 0.199 -8.064 1.318
H 0.412 -8.526 0.494
H -0.593 -7.550 1.101
O -0.023 8.527 0.642
H -0.565 8.062 1.297
H 0.313 7.819 0.072
O 6.647 3.147 1.389
H 6.825 2.336 1.889
H 6.425 2.830 0.500
O 0.335 -6.562 -1.369
H 1.262 -6.327 -1.527
H -0.002 -5.834 -0.826
O 3.257 8.925 1.104
H 2.306 8.752 1.034
H 3.634 8.481 0.330
O 7.494 1.053 3.297
H 7.003 1.104 4.130
H 8.422 1.115 3.568
O 2.001 4.683 -2.931
H 2.675 4.647 -2.235
H 2.390 4.177 -3.660
O 2.341 -2.524 0.568
H 3.008 -2.730 -0.104
H 2.668 -1.712 0.983
O 1.370 -9.894 -0.468
H 1.548 -10.705 0.032
H 1.148 -10.211 -1.356
O 3.582 -4.274 2.773
H 3.340 -5.208 2.870
H 2.829 -3.885 2.303
O -7.970 -0.246 -3.398
H -7.755 0.022 -4.304
H -8.690 0.350 -3.142
O 6.598 5.255 3.854
H 6.811 4.793 3.029
H 5.806 5.769 3.636
O -0.250 -11.818 0.716
H 0.346 -12.045 1.446
H -0.764 -11.070 1.057
O -5.272 -2.161 -3.285
H -5.059 -2.624 -4.110
H -6.064 -1.647 -3.503
O -0.461 -10.646 -2.974
H -0.703 -11.580 -2.878
H -1.213 -10.257 -3.444
O -4.633 4.250 -0.099
H -4.417 4.518 -1.005
H -5.353 4.846 0.157
```

Results
HOMO: -4.7 eV
charge: -1
DFT total energy: -2383.6127 Ha
LUMO level: 0.0559 hartree